Below is a 3-piece molecular cluster, C24H37Br2F9NO7 overall, with properties calculated with ωB97M-V/def2-TZVPD.

Geometry as ORCA input:
```
! RIJCOSX wB97M-V def2-TZVPD def2/J DEFGRID3
* xyz 0 2
C -0.39948 5.65793 3.77657
C -0.19117 5.40634 2.25895
Br 1.50868 4.53745 1.89380
C -1.44276 4.88631 1.54377
Br -1.40017 5.73440 -0.26077
C -1.76473 3.34114 1.52452
C -3.30576 3.34595 1.51598
F -3.73495 3.95099 2.64249
F -3.80250 4.10697 0.54097
C -4.16245 2.04279 1.46845
F -5.43274 2.49556 1.68826
F -3.96202 1.21132 2.47070
C -4.29908 1.22744 0.14490
F -3.64344 0.09136 0.32897
F -3.90390 1.85488 -0.94291
C -5.76152 0.74837 -0.14431
F -6.52657 1.69981 -0.58455
F -6.27996 0.09276 0.84717
F -5.63807 -0.12387 -1.14941
C -1.10973 2.74748 0.24864
C -0.64081 1.27223 0.24843
C -1.13090 0.55026 -1.03867
C 0.91157 1.23283 0.08328
N -0.97350 0.50457 1.44791
O -0.63917 -0.71935 1.42220
C -0.78564 1.17551 2.73484
C 0.67469 1.12397 3.26728
C -1.50766 0.26440 3.78074
C -1.35378 2.62321 2.83566
H 0.23104 4.94565 4.30098
H -1.43064 5.50636 4.07351
H -0.01458 6.63405 4.04169
H -0.04830 6.39822 1.86430
H -2.24443 5.44699 1.99898
H -1.79523 2.93569 -0.56712
H -0.21814 3.28478 -0.03479
H -0.29493 0.23788 -1.65180
H -1.72318 1.19657 -1.67499
H -1.63472 -0.37589 -0.80123
H 1.42661 1.89914 0.76476
H 1.27935 0.21428 0.08322
H 1.09904 1.62614 -0.91396
H 1.31871 1.88797 2.84924
H 0.64586 1.14639 4.34904
H 1.09456 0.16207 2.98477
H -0.82042 -0.46805 4.18474
H -2.28537 -0.31482 3.30202
H -1.88257 0.84097 4.62285
H -2.17982 2.54251 3.52728
H -0.60417 3.16521 3.39520
C 1.16593 -4.85938 -3.91859
C 0.76146 -4.45980 -2.51542
O -0.20671 -3.40045 -2.52129
C -1.45414 -3.75998 -2.82554
O -1.83438 -4.87488 -3.07777
O -2.21280 -2.66043 -2.81303
C -3.56685 -2.87538 -3.21496
H 1.51166 -3.98920 -4.47898
H 1.96465 -5.60063 -3.88731
H 0.32621 -5.28405 -4.46778
H 1.62647 -4.07069 -1.98077
H 0.38334 -5.31079 -1.94871
H -4.02975 -3.66616 -2.62840
H -3.60948 -3.11634 -4.27650
H -4.10141 -1.94524 -3.03973
C 7.38929 -2.85998 -3.81601
C 5.97620 -2.52388 -3.38755
O 5.41560 -3.54958 -2.55521
C 5.84475 -3.56720 -1.29253
O 6.63562 -2.80540 -0.79803
O 5.25014 -4.58900 -0.66958
C 5.68567 -4.78851 0.67676
H 7.42043 -3.84084 -4.29261
H 7.76195 -2.11295 -4.51709
H 8.06299 -2.89194 -2.96065
H 5.33098 -2.46522 -4.26253
H 5.92867 -1.56045 -2.87960
H 5.58756 -3.87559 1.26038
H 6.71781 -5.13615 0.68936
H 5.04701 -5.55503 1.10708
*
```

The value obtained for the total energy is -205851.1101 eV. For the LUMO energy (alpha / beta), the calculation gives 0.4 / 0.2 eV.